ORCA calculation (ωB97M-V/def2-TZVPD) on C41H43Br2Cl2F4N3O4RbS2 as an isolated structure in a non-equilibrium geometry.

Properties
Kohn-Sham gap: 5.17 eV
E_LUMO: 1.6791 eV
Energy relative to the best compared isomer or geometry (same formula, charge and spin): 35.60 kcal/mol
Max |F|: 4.26 eV/A
Net charge: -1

Last column: Löwdin charge in e.
Positions of all 102 atoms, in Å:
1 Rb 13.08 11.63 14.26  0.655
2 C 12.65 13.94 10.01  -0.079
3 C 11.48 14.23 10.96  -0.267
4 N 11.91 14.87 12.18  -0.192
5 C 12.83 16.03 12.07  -0.230
6 C 14.31 15.72 12.36  -0.084
7 C 10.85 14.99 13.18  -0.197
8 C 11.27 15.49 14.59  -0.283
9 N 12.42 14.75 14.97  -0.004
10 C 12.90 15.10 16.16  -0.225
11 C 14.15 14.56 16.61  -0.160
12 F 14.83 13.76 15.72  -0.021
13 C 14.75 14.87 17.81  -0.230
14 F 15.95 14.29 18.11  0.047
15 C 14.21 15.83 18.66  0.006
16 C 12.96 16.32 18.34  -0.266
17 F 12.42 17.22 19.18  0.065
18 C 12.29 15.95 17.19  -0.117
19 F 11.06 16.54 16.95  0.007
20 H 12.17 13.41 9.16  0.065
21 H 13.37 13.29 10.48  0.068
22 H 13.15 14.87 9.71  0.062
23 H 11.01 13.25 11.21  0.100
24 H 10.69 14.86 10.52  0.110
25 H 12.47 16.82 12.78  0.116
26 H 12.75 16.43 11.05  0.095
27 H 14.39 15.15 13.30  0.057
28 H 14.91 16.65 12.39  0.072
29 H 14.74 15.08 11.57  0.044
30 H 10.43 13.97 13.29  0.114
31 H 10.05 15.65 12.85  0.107
32 H 10.39 15.26 15.25  0.122
33 H 11.33 16.59 14.53  0.103
34 H 14.70 16.07 19.60  0.112
35 Cl 9.56 11.17 16.18  0.503
36 C 10.66 10.84 17.55  -1.022
37 Cl 11.34 12.25 18.36  0.559
38 H 11.47 10.21 17.17  -0.034
39 H 10.07 10.31 18.31  0.024
40 O 8.89 11.85 11.28  -0.530
41 S 7.46 11.99 10.82  0.990
42 C 7.16 10.29 10.10  -0.320
43 C 7.96 9.90 8.88  -0.228
44 C 9.50 9.76 9.16  -0.246
45 C 9.84 8.76 10.25  -0.319
46 S 11.61 8.89 10.77  0.977
47 O 11.91 10.30 11.26  -0.527
48 C 12.47 8.59 9.19  -0.394
49 C 13.14 9.70 8.70  -0.069
50 C 14.20 9.50 7.81  -0.066
51 C 14.52 8.22 7.40  -0.093
52 C 13.74 7.15 7.81  -0.079
53 C 12.70 7.32 8.74  -0.081
54 C 7.47 13.06 9.37  -0.387
55 C 6.27 13.74 9.12  -0.084
56 C 6.26 14.69 8.08  -0.079
57 C 7.40 14.86 7.29  -0.091
58 C 8.56 14.16 7.58  -0.086
59 C 8.63 13.29 8.63  -0.078
60 H 6.07 10.36 9.82  0.095
61 H 7.29 9.65 10.98  0.086
62 H 7.78 10.61 8.05  0.106
63 H 7.59 8.97 8.40  0.117
64 H 9.90 10.76 9.44  0.081
65 H 10.05 9.48 8.25  0.111
66 H 9.74 7.69 9.96  0.102
67 H 9.27 8.97 11.18  0.087
68 H 12.87 10.65 9.08  0.088
69 H 14.78 10.33 7.46  0.102
70 H 15.35 8.08 6.71  0.101
71 H 13.82 6.15 7.39  0.101
72 H 12.10 6.48 9.10  0.113
73 H 5.39 13.59 9.75  0.108
74 H 5.34 15.22 7.84  0.103
75 H 7.38 15.55 6.44  0.108
76 H 9.49 14.41 7.05  0.117
77 H 9.57 12.78 8.89  0.110
78 Br 15.86 8.51 12.25  0.821
79 C 16.19 10.33 11.98  -0.760
80 C 16.88 10.60 10.79  -0.145
81 C 17.36 11.86 10.56  -0.081
82 C 17.15 12.84 11.53  -0.074
83 C 16.42 12.50 12.67  -0.112
84 N 15.86 11.26 12.87  0.024
85 H 17.12 9.73 10.14  0.094
86 H 17.95 12.12 9.68  0.104
87 H 17.58 13.85 11.48  0.110
88 H 16.27 13.25 13.44  0.105
89 Br 7.40 5.70 16.84  0.732
90 C 9.19 6.13 16.52  -0.738
91 C 10.03 6.51 17.56  -0.144
92 C 11.13 7.29 17.26  -0.020
93 C 11.52 7.56 15.92  -0.127
94 C 10.77 6.99 14.90  -0.022
95 C 9.62 6.29 15.20  -0.138
96 C 12.61 8.50 15.53  -0.607
97 O 12.97 9.45 16.34  -0.159
98 O 13.07 8.43 14.31  -0.156
99 H 9.85 6.23 18.61  0.113
100 H 11.69 7.77 18.08  0.125
101 H 11.08 7.05 13.85  0.117
102 H 9.01 5.87 14.40  0.094